(1)
DFT (the ωB97M-V functional and the def2-TZVPD basis) results for a cluster of 2 separate species, C7H8NO4P in total in a non-equilibrium geometry.

Element x y z (Å)
C 2.49281 1.44211 -0.09052
C 2.27860 0.08663 -0.16090
C 1.41758 2.30404 -0.10200
C 0.97501 -0.26188 -0.57372
C 0.07118 1.94040 -0.37309
C -0.07661 0.62753 -0.70933
C -2.52113 -2.02089 0.23417
N -2.17426 -0.09240 -1.22474
O -2.24826 0.76764 1.27732
O -2.96776 2.28411 -0.63589
O -4.44261 0.25487 0.04528
O -2.14858 -1.43923 -1.02781
P -3.05582 0.89834 -0.00164
H 3.58387 1.74195 -0.01798
H 3.17809 -0.55507 -0.09049
H 1.77698 3.28461 0.00203
H 0.92943 -1.35036 -0.74983
H -0.86140 2.53638 -0.38477
H -2.55064 -1.09968 1.03665
H -1.67852 -2.56331 0.62139
H -3.57091 -2.45071 0.21291

## Properties
HOMO (spin up / spin down) ... 0.0 / -0.1 eV
Frontier orbital gap (spin up / spin down) ... 0.21571 / 0.21628 hartree
Net charge ... -2


(2)
DFT (the ωB97M-V functional and the def2-TZVPD basis) results for a cluster of 6 separate species, C6H6Cl18 in total in a non-equilibrium geometry.

Element x y z (Å)
Cl -3.61595 0.48202 -9.25786
C -1.82200 0.78287 -9.02214
Cl -1.34760 2.05678 -10.07572
Cl -0.89736 -0.69955 -9.38635
H -1.71758 1.04214 -7.96858
Cl 10.73904 -0.35581 0.84582
C 9.00208 -0.61818 1.02282
Cl 8.12548 0.10242 -0.34208
Cl 8.38563 0.11786 2.58495
H 8.79877 -1.68891 1.04010
Cl 1.00038 -1.95730 6.26085
C 1.18782 -3.41097 5.28777
Cl 2.64956 -4.29294 5.80642
Cl 1.52333 -2.92439 3.53992
H 0.25144 -3.96494 5.35416
Cl -4.87260 1.90761 5.75161
C -4.34736 3.68544 5.69401
Cl -5.08484 4.42343 7.19162
Cl -5.05177 4.43536 4.24772
H -3.26698 3.82994 5.69528
Cl -4.09834 -4.53585 -2.86188
C -5.23757 -3.31980 -2.00862
Cl -5.06349 -3.38121 -0.23062
Cl -7.01417 -3.67502 -2.28500
H -5.13054 -2.27879 -2.31346
Cl 0.29458 1.85611 -1.85147
C 1.48844 2.77383 -0.92425
Cl 0.94286 3.25929 0.76561
Cl 1.90528 4.30650 -1.82747
H 2.27335 2.04203 -0.73324

## Properties
HOMO ... -11.1 eV
Frontier orbital gap ... 0.41173 hartree
SMILES ... ClC(Cl)Cl.ClC(Cl)Cl.ClC(Cl)Cl.ClC(Cl)Cl.ClC(Cl)Cl.ClC(Cl)Cl


(3)
DFT (the ωB97M-V functional and the def2-TZVPD basis) results for a structure of composition C29H49NP2Pd in a non-equilibrium geometry.

Element x y z (Å)
Pd 1.16016 3.65861 0.88702
C 0.61663 -0.10241 1.80505
C -0.25090 1.09893 1.78800
C -1.16579 -0.57652 0.43517
C 0.07045 -1.07857 0.92246
C -1.41377 0.69362 1.02574
C 1.67056 -0.50162 2.74822
H 1.97067 0.29547 3.43885
H 2.55013 -0.81587 2.16879
H 1.40727 -1.38787 3.37487
C 0.65769 -2.39062 0.57563
H 1.53543 -2.58970 1.20202
H 1.02496 -2.29436 -0.45740
H -0.04122 -3.25163 0.60089
C -2.09768 -1.41108 -0.37500
H -2.19351 -2.47139 -0.03337
H -1.71581 -1.44246 -1.41243
H -3.09631 -0.95000 -0.46053
C -2.79175 1.24678 1.00753
H -3.41682 0.57389 1.62618
H -3.22008 1.27709 -0.00993
H -2.83380 2.26282 1.38683
C -0.57394 1.64506 3.12581
H -1.13138 0.76466 3.56824
H -1.23157 2.55106 3.07633
H 0.33249 1.87697 3.74629
C 4.01802 3.76430 -1.68548
C 4.21640 3.89384 -0.31912
C 4.19510 5.25122 0.38357
C 3.02395 6.12488 -0.04478
C 1.83542 5.27676 -0.47504
C 1.53497 5.22668 -1.80511
C 2.46782 5.18432 -2.99982
C 3.93677 4.88175 -2.66015
H 5.09261 5.81307 0.11474
H 3.28133 6.79828 -0.87617
H 4.29885 5.07104 1.44794
H 4.48857 5.76206 -2.29544
H 4.31779 2.81678 -2.14755
H 5.10459 3.35403 0.05315
H 4.42530 4.56369 -3.60438
H 2.06739 4.45065 -3.72712
H 0.51505 5.28133 -2.19422
H 2.45316 6.10776 -3.56801
H 2.76326 6.74320 0.82168
H 1.09367 5.19928 0.38515
P 3.02693 2.09101 -0.22742
C 3.59641 0.28342 -0.49606
C 3.55767 2.40719 1.54065
P -0.07084 2.39834 -1.56675
C 1.68205 2.30411 -1.86369
C -1.16589 3.90596 -1.35995
C -0.75651 1.38689 -2.92924
H 2.91228 -0.44410 -0.93797
H 4.00546 -0.17633 0.40294
H 4.44053 0.37395 -1.17620
H 3.07540 3.41436 1.77652
H 4.63655 2.39287 1.39251
H 3.27363 1.78078 2.37259
H -0.63790 1.96986 -3.84313
H -1.82538 1.16956 -2.79936
H -0.22906 0.43884 -3.05896
H 2.00574 1.78506 -2.76486
H 1.89730 3.33644 -2.06920
H -2.15790 3.50129 -1.09847
H -1.23822 4.52451 -2.26045
H -0.84490 4.48773 -0.46282
C -0.55370 -3.98460 -2.63121
C 0.22720 -3.03838 -3.45908
C 0.22907 -3.04437 -4.90288
C 1.05148 -1.99656 -5.31398
C 1.48991 -1.35415 -4.11539
C 2.33427 -0.17330 -4.08605
N 0.94589 -1.97752 -3.01179
H -1.63420 -3.97488 -2.87811
H -0.38702 -3.71602 -1.57835
H -0.19733 -4.99919 -2.85355
H -0.20340 -3.81501 -5.49541
H 1.38041 -1.73048 -6.34101
H 3.30879 -0.38484 -4.53962
H 1.92656 0.66537 -4.67036
H 2.48978 0.13562 -3.05173

## Properties
HOMO (spin up / spin down) ... -12.3 / -12.8 eV
Expectation value of S² ... 6.07
Frontier orbital gap (spin up / spin down) ... 0.20914 / 0.18191 hartree
Net charge ... +2
2S+1 ... 5


(4)
DFT (the ωB97M-V functional and the def2-TZVPD basis) results for a cluster of 2 separate species, C28H36O3 in total in a non-equilibrium geometry.

Element x y z (Å)
C 3.91896 -1.01952 1.20805
C 2.68754 -0.15043 1.36450
O 1.92962 -0.52424 2.49116
C 0.80999 0.26086 2.62001
C -0.07274 -0.11424 3.70113
C -1.36371 0.44437 3.90613
O -2.13610 -0.04040 4.72967
C -1.81853 1.62377 3.09378
C -2.27205 1.22227 1.68960
C -3.68353 0.57971 1.63170
C -3.67276 -0.84981 1.05487
C -3.54867 -1.94530 2.13616
C -2.65810 -3.11728 1.69564
C -1.18428 -2.85414 2.02049
C -0.86342 -3.12043 3.49311
C 0.49491 -2.56647 3.94851
C 0.39059 -1.19255 4.61174
O 0.55667 1.18638 1.85368
H 4.49905 -0.75448 0.32263
H 4.56804 -0.92629 2.07941
H 3.64278 -2.07204 1.12931
H 2.94974 0.90813 1.49237
H 2.03139 -0.21855 0.48534
H -2.63226 2.13216 3.61874
H -0.99786 2.34709 3.03511
H -2.23433 2.09216 1.01868
H -1.52540 0.52726 1.28215
H -4.13694 0.55972 2.63214
H -4.35130 1.21775 1.03410
H -4.57666 -1.03200 0.45630
H -2.84917 -0.93462 0.33372
H -3.13621 -1.50716 3.05339
H -4.55118 -2.29190 2.42232
H -2.97243 -4.04656 2.18597
H -2.80156 -3.29324 0.62180
H -0.53028 -3.46968 1.39206
H -0.93554 -1.81942 1.76306
H -1.64482 -2.69685 4.13286
H -0.91748 -4.20059 3.67232
H 0.97273 -3.26403 4.64575
H 1.17220 -2.50870 3.09020
H 1.36074 -0.89430 5.02833
H -0.29881 -1.24179 5.46098
C 3.22708 3.89283 -0.56514
C 3.32322 3.82963 -1.97900
C 4.16925 2.84043 -2.52720
C 4.33559 2.70860 -3.88216
C 3.66661 3.55298 -4.74825
C 2.83040 4.53544 -4.25008
C 2.66422 4.67799 -2.89484
C 2.51772 4.73659 0.32728
C 2.71768 4.53234 1.70977
C 2.10482 5.32141 2.64812
C 1.25974 6.34169 2.25121
C 1.02499 6.56217 0.90692
C 1.63321 5.77433 -0.03919
H 3.83538 3.15865 -0.06406
H 4.69538 2.18201 -1.85872
H 4.99469 1.94937 -4.27149
H 3.79851 3.44664 -5.81090
H 2.31337 5.19442 -4.93085
H 2.02593 5.46405 -2.55493
H 3.37290 3.73991 2.02568
H 2.28357 5.14794 3.69624
H 0.78352 6.96358 2.98924
H 0.36023 7.35648 0.60103
H 1.40173 5.96205 -1.06491

## Properties
HOMO ... -5.7 eV
Frontier orbital gap ... 0.07750 hartree


(5)
DFT (the ωB97M-V functional and the def2-TZVPD basis) results for the molecule C2H3N2OP in a non-equilibrium geometry.

Element x y z (Å)
C 0.21196 1.21458 -0.40711
C 1.45438 0.45269 -0.17263
N -0.88017 0.63231 -0.40307
N -1.06636 -0.59285 -0.28800
O 2.47314 1.07542 0.05442
P 1.29835 -1.34698 -0.25567
H 0.48188 2.25246 -0.26164
H -1.71415 -0.96859 0.42616
H 0.91921 -1.44893 1.01602

## Properties
HOMO (spin up / spin down) ... -6.2 / -9.0 eV
Expectation value of S² ... 2.04
Frontier orbital gap (spin up / spin down) ... 0.17238 / 0.23503 hartree
2S+1 ... 3


(6)
DFT (the ωB97M-V functional and the def2-TZVPD basis) results for a structure of composition C7H13N2O in a non-equilibrium geometry.

Element x y z (Å)
C 1.70228 -0.76346 -0.08006
C -2.11313 -0.52565 -1.56386
C 3.62975 -0.55342 0.34516
C -1.42110 -0.95879 -0.39192
C -2.03081 0.33801 -0.27621
C 2.36113 1.72229 0.00071
C -3.17400 0.49684 0.71248
N 2.51069 0.30383 -0.01702
N 2.67169 -1.63705 0.25602
O -3.77331 -0.75943 0.89835
H -1.60703 -0.09195 -2.41301
H -2.98311 -1.10926 -1.85293
H 4.43715 -0.57553 -0.38961
H 4.01998 -0.38721 1.35211
H -1.35073 -1.84671 0.19779
H -1.45890 1.24792 -0.40309
H 1.61391 2.01832 -0.73499
H 2.05589 2.08296 0.98762
H 3.31481 2.18167 -0.26121
H -3.88667 1.22716 0.29780
H -2.78387 0.89770 1.65971
H 2.77826 -2.62944 0.16631
H -4.51289 -0.67882 1.50988

## Properties
HOMO (spin up / spin down) ... -12.5 / -12.5 eV
Frontier orbital gap (spin up / spin down) ... 0.25144 / 0.25177 hartree
Net charge ... +1